# 1
Below is a 40-piece molecular cluster, H80O40 overall, with properties calculated with ωB97M-V/def2-TZVPD.

Element x y z (Å)
H1 -3.869 2.635 -2.648
H2 -3.567 3.542 -4.026
O1 -3.275 2.967 -3.387
H3 -2.498 4.263 2.476
H4 -1.951 2.999 1.655
O2 -2.484 3.881 1.456
H5 -4.576 0.380 2.931
H6 -4.485 1.764 2.759
O3 -5.117 1.020 2.689
H7 -0.971 3.019 -2.639
H8 -0.633 2.933 -1.094
O4 -0.350 2.735 -1.929
H9 -0.433 -4.783 3.952
H10 -0.820 -4.560 2.437
O5 -0.855 -4.076 3.253
H11 0.725 -0.928 -0.613
O6 1.006 -1.513 0.056
H12 2.325 -1.355 1.889
O7 2.937 -0.490 1.778
H13 -2.078 0.591 -3.257
H14 -1.894 1.880 -4.104
O8 -1.419 0.988 -3.871
H15 -0.168 3.766 4.435
H16 -0.805 2.563 4.297
O9 -0.841 3.380 3.882
H17 -0.481 -0.115 1.857
H18 0.268 0.469 0.649
O10 -0.327 0.730 1.343
H19 1.580 6.583 -1.522
H20 2.214 6.196 -0.341
O11 2.399 6.150 -1.313
H21 -0.620 -2.877 -2.813
O12 0.188 -3.537 -2.592
H22 -4.429 -4.142 -1.886
H23 -4.144 -2.928 -2.924
O13 -4.712 -3.424 -2.357
H24 3.174 4.018 4.584
H25 2.023 3.071 4.021
O14 2.300 4.051 4.200
H26 5.703 -1.220 -3.752
H27 5.795 -0.776 -2.402
O15 5.703 -1.546 -2.804
H28 3.453 -2.469 -2.997
H29 3.041 -1.681 -1.846
O16 2.595 -2.082 -2.635
H30 2.517 -2.689 -5.486
H31 2.328 -1.475 -6.199
O17 3.013 -1.896 -5.628
H32 0.951 1.404 -1.524
H33 1.192 1.965 -0.354
O18 1.368 1.184 -0.806
H34 -1.043 -2.106 1.642
O19 -1.941 -2.008 2.071
H35 -1.831 0.953 0.122
H36 -2.933 -0.008 -0.391
O20 -2.527 0.770 -0.545
H37 0.839 1.665 2.341
O21 1.230 1.687 3.293
H38 0.807 -6.247 -1.164
H39 -0.474 -5.606 -1.217
O22 -0.185 -6.435 -0.929
H40 1.862 -3.097 3.486
H41 1.312 -3.333 1.902
O23 2.054 -2.912 2.445
H42 -3.033 0.523 5.358
H43 -3.873 -0.944 4.944
O24 -3.736 0.119 4.847
H44 6.144 1.865 -1.673
H45 4.864 2.714 -1.744
O25 5.282 1.901 -1.413
H46 -0.566 -2.780 -0.580
H47 -1.975 -2.608 -0.814
O26 -1.338 -2.991 -0.116
H48 -5.356 -0.264 0.743
H49 -4.027 -0.982 1.279
O27 -4.547 -0.832 0.559
H50 -1.125 -0.925 -2.548
H51 -2.318 -1.246 -2.138
O28 -1.602 -1.814 -2.633
H52 -1.352 -5.453 1.205
H53 -0.453 -6.844 0.917
O29 -0.848 -6.199 1.666
H54 -0.386 4.438 0.297
H55 1.222 4.023 0.328
O30 0.251 3.689 0.301
H56 -0.595 -2.224 5.159
H57 0.629 -1.270 5.545
O31 0.179 -1.818 4.788
H58 -1.790 -6.277 -2.015
O32 -2.331 -5.650 -2.343
H59 3.303 2.641 0.248
H60 2.303 2.866 1.533
O33 3.187 2.730 1.206
H61 -1.874 -2.231 2.979
H62 1.854 -1.570 0.140
H63 1.916 1.157 3.106
H64 3.704 -0.422 2.416
H65 0.877 -3.170 -3.189
H66 -2.276 -5.012 -2.949
O34 1.351 5.195 1.775
H67 0.649 5.707 2.075
H68 2.159 5.252 2.302
O35 -2.831 5.807 -0.246
H69 -3.459 5.040 -0.289
H70 -2.567 5.965 0.666
O36 0.003 -0.843 -6.383
H71 -0.569 -0.104 -6.160
H72 0.526 -0.760 -5.562
O37 6.021 1.606 1.497
H73 5.723 1.473 0.654
H74 5.663 2.367 1.699
O38 -0.026 5.479 -1.772
H75 -0.951 5.732 -1.669
H76 0.157 4.413 -1.672
O39 -5.892 -3.400 0.688
H77 -5.214 -3.284 0.117
H78 -5.516 -3.987 1.356
O40 6.002 -2.932 -0.435
H79 5.864 -2.871 -1.426
H80 5.240 -2.577 -0.141

Forces on atoms 1 to 6 (eV/Å):
H 0.664 1.179 -1.881
H -2.078 2.025 -1.626
O 1.418 -2.941 3.504
H 0.141 -1.522 -3.774
H -1.391 2.628 -0.673
O 1.444 -1.532 4.887

Output
Kohn-Sham gap: 9.9 eV
ΔE to the lowest compared entry with this formula, charge and spin: 1488.9 kJ/mol

Atomic partial charges in e from the Mulliken method, atoms 1 to 8: number 1, H, carries 0.290; number 2, H, carries 0.234; number 3, O, carries -0.573; number 4, H, carries 0.310; number 5, H, carries 0.136; number 6, O, carries -0.576; number 7, H, carries 0.268; number 8, H, carries 0.302

# 2
Below is a 40-piece molecular cluster, H80O40 overall, with properties calculated with ωB97M-V/def2-TZVPD.

Element x y z (Å)
H1 -4.251 -1.178 -2.168
H2 -4.590 0.111 -1.323
O1 -3.858 -0.510 -1.631
H3 3.575 -3.842 -1.380
H4 4.076 -5.141 -0.551
O2 3.923 -4.801 -1.475
H5 -5.166 3.099 -1.429
H6 -5.742 2.296 -2.617
O3 -5.938 2.883 -1.810
H7 0.819 -1.209 -4.699
H8 1.331 -2.601 -4.470
O4 1.622 -1.701 -4.522
H9 -3.414 -1.110 0.408
H10 -3.553 0.373 1.007
O5 -3.139 -0.534 1.093
H11 -1.309 -2.620 4.162
O6 -0.587 -2.872 4.755
H12 -0.402 -1.419 -1.865
O7 -1.392 -1.601 -2.178
H13 -4.435 1.777 1.585
H14 -3.269 2.793 1.530
O8 -3.848 2.259 2.131
H15 0.480 3.344 4.998
H16 -0.749 2.604 4.220
O9 0.132 2.516 4.783
H17 -1.799 -4.884 -2.015
H18 -2.480 -3.798 -1.975
O10 -2.604 -4.663 -1.847
H19 -2.326 5.321 -3.092
H20 -3.919 4.943 -3.130
O11 -3.104 4.596 -3.198
H21 -0.756 -0.091 3.819
O12 -1.005 0.834 3.639
H22 2.823 5.086 -2.170
H23 3.048 4.653 -0.810
O13 3.172 5.402 -1.461
H24 1.375 1.683 3.888
H25 1.202 0.898 2.761
O14 1.778 1.605 2.996
H26 1.821 -4.169 3.019
H27 3.430 -4.120 3.371
O15 2.616 -4.629 3.378
H28 2.630 -3.959 1.251
H29 2.813 -3.214 0.004
O16 3.249 -3.578 0.598
H30 6.251 0.656 1.621
H31 4.839 1.035 1.043
O17 5.674 1.407 1.495
H32 -6.417 0.985 -0.508
H33 -5.599 -0.194 0.532
O18 -5.807 0.157 -0.462
H34 0.277 -1.516 2.742
O19 1.193 -1.320 2.773
H35 0.648 1.002 -2.893
H36 -0.185 1.856 -1.836
O20 -0.060 0.959 -2.344
H37 3.385 3.201 3.109
O21 4.154 3.735 3.161
H38 0.219 -3.113 -2.120
H39 1.354 -4.092 -2.308
O22 0.453 -3.970 -2.556
H40 3.573 -1.308 -3.577
H41 3.979 -1.950 -2.229
O23 3.876 -1.117 -2.743
H42 0.444 -0.464 -1.055
H43 0.551 -0.296 0.333
O24 1.089 -0.558 -0.379
H44 -2.217 3.446 -4.069
H45 -2.081 1.812 -4.122
O25 -1.942 2.657 -4.519
H46 -4.598 -0.998 4.455
H47 -4.556 -0.070 3.348
O26 -4.951 -0.973 3.681
H48 3.344 1.652 -2.408
H49 2.714 0.236 -1.877
O27 2.597 1.194 -1.994
H50 -2.873 -3.438 -4.866
H51 -2.331 -3.035 -3.514
O28 -2.928 -2.839 -4.231
H52 -1.323 -6.615 0.923
H53 0.374 -6.436 0.834
O29 -0.470 -6.165 1.011
H54 5.896 -2.245 -0.599
H55 6.137 -3.231 -1.483
O30 5.686 -2.412 -1.501
H56 -2.711 -0.235 6.343
H57 -2.186 0.818 5.325
O31 -2.338 0.604 6.384
H58 0.933 3.754 -5.383
O32 0.616 3.610 -4.522
H59 3.416 2.648 0.634
H60 2.338 2.100 -0.559
O33 2.574 2.714 0.152
H61 1.675 -2.065 3.387
H62 -0.529 -3.724 5.076
H63 4.669 3.294 2.541
H64 -2.053 -1.150 -1.650
H65 -0.928 0.879 2.759
H66 -0.272 3.167 -4.538
O34 -1.413 5.037 2.903
H67 -1.845 5.930 2.673
H68 -0.575 5.070 2.450
O35 0.992 -3.842 0.333
H69 0.694 -4.670 0.636
H70 0.406 -3.206 0.540
O36 -1.148 -3.385 1.836
H71 -1.168 -4.226 2.419
H72 -2.059 -3.223 1.535
O37 1.191 4.955 1.391
H73 2.101 5.472 1.666
H74 1.716 4.134 1.558
O38 5.084 2.129 -3.177
H75 5.778 1.403 -3.264
H76 4.303 1.790 -3.691
O39 -3.106 2.175 -1.409
H77 -2.686 2.896 -1.884
H78 -2.973 1.299 -1.889
O40 -0.980 1.523 0.560
H79 -0.364 2.227 0.392
H80 -1.802 1.633 0.024

Forces on atoms 1 to 6 (eV/Å):
H -0.529 -0.649 -0.827
H 0.552 -1.238 -0.153
O 1.105 1.158 0.112
H 1.423 -3.055 0.038
H -0.543 1.183 -1.356
O -0.478 1.129 0.092

Output
Kohn-Sham gap: 9.4 eV
ΔE to the lowest compared entry with this formula, charge and spin: 1455.5 kJ/mol

Atomic partial charges in e from the Mulliken method, atoms 1 to 8: number 1, H, carries 0.143; number 2, H, carries 0.289; number 3, O, carries -0.614; number 4, H, carries 0.234; number 5, H, carries 0.390; number 6, O, carries -0.612; number 7, H, carries 0.267; number 8, H, carries 0.349